## one
DFT (wB97M-V/def2-TZVPD) results for a cluster of 17 separate species, C68H187N17O17 in total.

Output
LUMO energy = 0.53 eV
HOMO-LUMO gap = 0.337 Ha
E_HOMO = -8.65 eV

Positions of all 289 atoms, in Å:
C -4.786 -4.215 -0.365
C -4.353 -5.599 -0.791
C -4.444 -6.474 0.455
O -3.465 -6.017 1.353
C -3.487 -6.590 2.615
N -5.164 -6.220 -1.830
H -4.567 -3.501 -1.184
H -4.403 -3.908 0.594
H -5.852 -4.080 -0.234
H -3.294 -5.524 -1.067
H -4.199 -7.540 0.192
H -5.448 -6.412 0.869
H -2.877 -6.080 3.351
H -3.097 -7.605 2.611
H -4.464 -6.644 3.026
H -4.796 -7.205 -1.961
H -5.082 -5.768 -2.762
C -2.541 -1.128 7.691
C -1.962 -1.693 6.397
C -3.015 -2.162 5.439
O -2.312 -2.822 4.344
C -3.249 -3.245 3.333
N -1.017 -0.801 5.726
H -1.830 -0.680 8.385
H -3.111 -1.877 8.210
H -3.109 -0.226 7.460
H -1.413 -2.550 6.688
H -3.732 -1.389 5.116
H -3.565 -2.951 5.908
H -2.670 -3.910 2.682
H -3.564 -2.358 2.781
H -4.161 -3.791 3.726
H -0.645 -1.298 4.925
H -0.205 -0.569 6.385
C 1.081 3.880 6.742
C 0.506 2.439 6.680
C 0.282 1.905 8.130
O 1.448 1.882 9.083
C 2.512 1.078 8.643
N -0.695 2.441 5.851
H 1.003 4.350 5.779
H 2.106 3.916 7.199
H 0.492 4.384 7.483
H 1.180 1.813 6.072
H -0.093 0.913 8.208
H -0.431 2.607 8.661
H 3.069 0.721 9.531
H 3.178 1.685 8.044
H 2.129 0.253 7.974
H -1.370 3.123 6.178
H -1.184 1.537 5.908
C 1.186 -4.688 1.835
C 1.816 -3.769 2.797
C 0.899 -3.619 4.003
O 1.373 -2.728 4.986
C 1.992 -3.355 6.071
N 3.108 -4.247 3.265
H 0.919 -5.716 2.292
H 1.886 -4.915 0.998
H 0.271 -4.247 1.450
H 1.922 -2.757 2.372
H 0.775 -4.675 4.359
H -0.115 -3.261 3.764
H 2.274 -2.601 6.752
H 2.911 -3.960 5.745
H 1.305 -4.043 6.521
H 3.096 -5.015 3.955
H 3.761 -3.509 3.516
C -6.390 -2.769 -3.263
C -7.022 -2.513 -4.624
C -6.918 -0.978 -4.901
O -7.476 -0.124 -3.861
C -7.814 1.152 -4.293
N -6.386 -3.298 -5.667
H -6.608 -3.795 -3.012
H -6.954 -2.090 -2.626
H -5.330 -2.470 -3.298
H -8.126 -2.731 -4.615
H -7.301 -0.658 -5.868
H -5.814 -0.843 -4.988
H -6.926 1.749 -4.676
H -8.194 1.658 -3.418
H -8.635 1.114 -5.071
H -6.790 -3.098 -6.573
H -5.371 -3.032 -5.595
C -0.638 -3.714 -4.243
C -1.557 -2.513 -3.954
C -2.406 -1.998 -5.038
O -1.709 -0.994 -5.728
C -2.568 -0.220 -6.590
N -2.521 -2.964 -2.901
H 0.021 -3.349 -5.077
H -1.338 -4.533 -4.478
H -0.218 -4.120 -3.330
H -0.916 -1.657 -3.727
H -3.349 -1.558 -4.626
H -2.621 -2.734 -5.831
H -2.027 0.600 -6.944
H -3.513 0.160 -6.118
H -2.897 -0.783 -7.459
H -2.170 -3.301 -2.047
H -3.097 -2.170 -2.618
C 4.760 3.359 -0.125
C 5.912 2.361 -0.118
C 5.547 1.088 -0.899
O 5.046 1.277 -2.259
C 4.714 0.027 -2.816
N 7.085 3.095 -0.458
H 3.781 2.814 0.115
H 4.694 3.765 -1.132
H 4.924 4.147 0.613
H 5.978 2.059 0.921
H 4.809 0.551 -0.333
H 6.430 0.397 -0.988
H 4.032 -0.495 -2.183
H 5.564 -0.626 -3.037
H 4.227 0.178 -3.757
H 7.968 2.668 -0.492
H 6.933 3.463 -1.366
C -2.778 6.906 -1.656
C -1.433 6.308 -1.965
C -1.464 5.529 -3.285
O -2.292 4.397 -3.213
C -2.076 3.484 -4.321
N -0.336 7.285 -2.050
H -3.130 7.676 -2.463
H -2.866 7.359 -0.682
H -3.482 6.155 -1.858
H -1.279 5.687 -1.148
H -0.409 5.167 -3.532
H -1.661 6.284 -4.115
H -2.020 4.009 -5.219
H -2.846 2.732 -4.398
H -1.231 2.856 -4.086
H 0.261 7.363 -1.239
H -0.775 8.196 -2.173
C 2.226 4.561 -5.331
C 2.933 3.756 -4.290
C 4.253 4.405 -3.948
O 5.138 4.408 -5.011
C 5.983 3.266 -5.022
N 2.086 3.552 -3.147
H 2.803 4.507 -6.240
H 2.250 5.616 -5.104
H 1.232 4.129 -5.495
H 3.201 2.746 -4.794
H 4.708 3.878 -3.121
H 4.052 5.464 -3.690
H 6.382 3.187 -6.015
H 5.442 2.336 -4.819
H 6.714 3.367 -4.239
H 2.691 2.948 -2.534
H 1.962 4.452 -2.748
C 3.469 2.186 -9.190
C 3.920 1.726 -7.760
C 2.872 0.771 -7.243
O 3.138 0.299 -5.908
C 1.981 -0.351 -5.313
N 5.235 1.142 -7.960
H 2.492 2.605 -9.144
H 3.307 1.327 -9.818
H 4.193 2.843 -9.644
H 3.997 2.585 -7.046
H 2.738 -0.041 -7.905
H 1.936 1.261 -7.213
H 1.910 -1.432 -5.609
H 1.004 0.139 -5.501
H 2.098 -0.296 -4.249
H 5.148 0.385 -8.661
H 5.562 0.683 -7.114
C 8.317 -0.559 1.618
C 6.989 -0.657 2.336
C 6.425 -2.047 2.360
O 6.154 -2.414 1.063
C 4.842 -2.173 0.630
N 6.919 -0.136 3.655
H 8.223 -1.198 0.745
H 9.156 -1.038 2.271
H 8.670 0.413 1.352
H 6.255 -0.111 1.768
H 5.522 -1.998 2.970
H 7.188 -2.747 2.826
H 4.803 -2.120 -0.477
H 4.536 -1.187 1.059
H 4.179 -2.893 1.006
H 7.663 -0.469 4.195
H 6.914 0.904 3.657
C -5.005 1.912 -1.357
C -4.028 0.873 -0.978
C -4.359 0.121 0.273
O -4.892 0.983 1.265
C -5.573 0.342 2.349
N -3.756 -0.156 -2.020
H -6.026 1.516 -1.581
H -4.675 2.574 -2.150
H -5.152 2.547 -0.459
H -3.061 1.436 -0.829
H -3.494 -0.359 0.679
H -5.019 -0.662 -0.045
H -6.150 1.050 2.939
H -4.888 -0.093 3.024
H -6.255 -0.403 1.900
H -2.824 0.058 -2.326
H -4.514 0.008 -2.776
C 2.472 2.066 2.531
C 3.574 1.355 3.291
C 4.396 2.317 4.203
O 5.386 3.001 3.413
C 5.931 4.153 4.044
N 3.051 0.291 4.118
H 3.034 2.814 1.845
H 1.894 2.550 3.330
H 1.887 1.402 1.937
H 4.282 1.001 2.557
H 4.868 1.791 5.031
H 3.668 3.040 4.615
H 5.088 4.807 4.336
H 6.563 4.651 3.241
H 6.618 3.981 4.902
H 2.357 -0.316 3.655
H 3.821 -0.210 4.610
C 2.895 -3.631 -3.186
C 4.031 -4.548 -3.655
C 4.246 -4.513 -5.133
O 4.394 -3.189 -5.480
C 4.814 -3.115 -6.829
N 5.223 -4.167 -2.919
H 2.670 -3.788 -2.134
H 2.001 -3.749 -3.782
H 3.233 -2.589 -3.259
H 3.828 -5.585 -3.518
H 3.361 -4.956 -5.732
H 5.179 -5.049 -5.397
H 4.068 -3.488 -7.514
H 5.761 -3.688 -6.853
H 4.993 -2.049 -6.961
H 6.082 -4.453 -3.329
H 5.252 -3.171 -2.688
C 0.603 5.550 1.333
C 0.240 4.064 0.989
C -0.921 3.606 1.871
O -2.053 4.443 1.754
C -3.273 3.868 2.195
N -0.070 3.814 -0.424
H -0.162 6.262 1.072
H 1.497 5.832 0.760
H 0.787 5.615 2.427
H 1.096 3.437 1.209
H -0.564 3.709 2.922
H -1.168 2.554 1.703
H -3.180 3.326 3.144
H -3.614 3.227 1.371
H -4.033 4.638 2.258
H 0.458 4.312 -1.075
H -1.038 4.004 -0.658
C -6.616 0.159 6.334
C -7.247 -0.806 5.349
C -7.743 -2.079 6.028
O -6.705 -2.856 6.520
C -6.489 -4.086 5.870
N -8.188 -0.025 4.541
H -5.715 -0.238 6.891
H -7.359 0.544 7.004
H -6.266 0.935 5.673
H -6.479 -1.136 4.647
H -8.403 -2.646 5.348
H -8.416 -1.828 6.841
H -5.725 -4.655 6.402
H -6.220 -3.852 4.845
H -7.310 -4.793 5.840
H -8.665 -0.549 3.814
H -8.839 0.340 5.183
C 1.802 0.668 -1.089
C 0.424 -0.059 -1.279
C -0.132 -0.619 0.092
O -0.188 0.241 1.189
C -0.397 -0.492 2.406
N -0.468 0.904 -1.968
H 2.315 0.760 -2.019
H 2.460 0.339 -0.282
H 1.486 1.606 -0.667
H 0.412 -0.997 -1.819
H 0.550 -1.422 0.342
H -1.146 -1.024 -0.180
H -1.363 -1.050 2.497
H -0.424 0.283 3.228
H 0.403 -1.227 2.455
H -0.464 1.799 -1.476
H -0.273 0.970 -2.954


## two
DFT (wB97M-V/def2-TZVPD) results for a cluster of 17 separate species, C68H187N17O17 in total.

Output
LUMO energy = 0.26 eV
HOMO-LUMO gap = 0.295 Ha
E_HOMO = -7.78 eV

Positions of all 289 atoms, in Å:
C 0.717 7.400 -0.471
C -0.724 6.897 -0.208
C -1.178 7.361 1.233
O -0.407 6.713 2.191
C -0.627 5.301 2.360
N -1.502 7.535 -1.256
H 0.913 8.418 -0.132
H 1.114 7.312 -1.482
H 1.482 6.883 0.109
H -0.813 5.813 -0.279
H -2.211 7.102 1.464
H -1.221 8.440 1.385
H -0.275 4.609 1.594
H -1.689 5.141 2.544
H -0.177 5.011 3.310
H -1.312 8.525 -1.311
H -2.480 7.568 -1.005
C -4.504 -1.709 -4.986
C -5.294 -0.458 -5.289
C -4.960 0.709 -4.338
O -5.212 0.371 -2.965
C -4.744 1.343 -2.023
N -5.167 -0.180 -6.711
H -3.425 -1.590 -5.087
H -4.720 -2.490 -5.715
H -4.701 -2.072 -3.978
H -6.372 -0.605 -5.237
H -5.504 1.597 -4.659
H -3.899 0.915 -4.476
H -3.682 1.537 -2.172
H -4.918 1.054 -0.986
H -5.168 2.342 -2.115
H -5.366 -1.028 -7.222
H -4.201 0.001 -6.947
C 2.136 4.127 -1.839
C 1.805 3.260 -3.031
C 2.786 2.046 -3.336
O 4.103 2.488 -3.530
C 4.909 1.440 -4.084
N 0.443 2.796 -2.876
H 1.320 4.824 -1.649
H 3.051 4.700 -1.988
H 2.222 3.534 -0.928
H 1.867 3.872 -3.931
H 2.450 1.623 -4.283
H 2.850 1.306 -2.538
H 5.759 1.924 -4.565
H 4.394 0.747 -4.749
H 5.281 0.839 -3.255
H -0.066 3.642 -2.661
H 0.050 2.659 -3.796
C -4.219 3.328 1.885
C -5.504 4.269 1.995
C -5.158 5.680 2.462
O -4.704 5.672 3.847
C -4.230 6.965 4.323
N -6.086 4.346 0.692
H -3.851 3.101 2.885
H -3.483 3.734 1.191
H -4.652 2.430 1.444
H -6.264 3.866 2.664
H -5.994 6.356 2.283
H -4.332 6.119 1.903
H -3.964 6.949 5.380
H -4.990 7.743 4.250
H -3.382 7.236 3.693
H -6.177 3.360 0.492
H -7.056 4.538 0.899
C 6.435 -4.273 -0.498
C 7.310 -3.456 0.391
C 6.845 -3.418 1.846
O 5.573 -2.719 1.974
C 5.749 -1.354 2.287
N 8.673 -3.959 0.157
H 6.669 -4.336 -1.561
H 5.426 -3.868 -0.420
H 6.425 -5.302 -0.138
H 7.383 -2.441 0.000
H 7.638 -2.955 2.434
H 6.734 -4.458 2.152
H 4.860 -0.792 2.002
H 6.547 -0.982 1.643
H 5.962 -1.209 3.347
H 8.947 -3.589 -0.742
H 8.755 -4.949 -0.027
C -5.848 5.398 -2.757
C -4.624 6.039 -2.119
C -5.034 7.125 -1.114
O -3.884 7.623 -0.313
C -4.225 8.732 0.548
N -4.066 4.989 -1.311
H -6.392 6.128 -3.357
H -6.509 4.952 -2.014
H -5.591 4.657 -3.513
H -3.799 6.348 -2.760
H -5.822 6.759 -0.455
H -5.528 7.924 -1.667
H -4.998 8.364 1.223
H -4.642 9.567 -0.015
H -3.470 9.121 1.231
H -4.764 4.489 -0.780
H -3.605 5.486 -0.563
C 4.553 -2.792 5.411
C 4.252 -4.164 6.065
C 4.533 -4.071 7.605
O 5.901 -4.057 7.979
C 6.146 -3.850 9.372
N 2.825 -4.377 5.855
H 4.148 -1.888 5.865
H 4.224 -2.769 4.372
H 5.636 -2.685 5.352
H 4.669 -5.110 5.722
H 4.109 -4.879 8.200
H 4.062 -3.160 7.974
H 5.769 -2.883 9.704
H 7.221 -3.890 9.551
H 5.619 -4.625 9.929
H 2.615 -4.501 4.874
H 2.284 -3.569 6.127
C 2.680 -1.050 -0.530
C 1.304 -0.887 0.185
C 0.553 0.348 -0.400
O -0.605 0.593 0.382
C -1.468 1.583 -0.162
N 0.600 -2.100 -0.039
H 3.288 -0.162 -0.360
H 2.474 -1.118 -1.598
H 3.221 -1.969 -0.305
H 1.503 -0.695 1.240
H 0.331 0.255 -1.463
H 1.222 1.196 -0.254
H -1.789 1.454 -1.196
H -0.948 2.531 -0.021
H -2.340 1.702 0.481
H -0.356 -1.928 0.238
H 0.512 -2.330 -1.019
C -2.124 -2.871 2.831
C -1.099 -4.070 2.772
C -1.229 -5.081 1.617
O -0.259 -6.078 1.754
C -0.291 -7.039 0.759
N 0.205 -3.449 2.698
H -1.947 -2.240 3.701
H -3.174 -3.160 2.771
H -1.940 -2.146 2.038
H -1.248 -4.585 3.722
H -1.144 -4.512 0.692
H -2.211 -5.554 1.624
H -0.059 -6.575 -0.200
H -1.231 -7.589 0.813
H 0.498 -7.770 0.936
H 0.295 -3.108 1.752
H 0.934 -4.146 2.747
C -0.728 0.173 -4.736
C 0.344 -0.744 -5.299
C -0.046 -2.186 -4.998
O -0.004 -2.635 -3.623
C -0.488 -3.898 -3.414
N 0.384 -0.456 -6.751
H -1.746 0.208 -5.124
H -0.516 1.238 -4.641
H -0.989 -0.077 -3.708
H 1.334 -0.528 -4.896
H 0.603 -2.831 -5.590
H -1.062 -2.420 -5.313
H 0.092 -4.667 -3.923
H -1.557 -4.007 -3.601
H -0.391 -4.028 -2.336
H 0.582 0.535 -6.761
H 1.165 -0.927 -7.186
C 7.162 1.996 0.907
C 5.939 2.021 -0.010
C 4.700 2.463 0.745
O 4.344 1.556 1.776
C 3.201 1.953 2.589
N 6.244 2.960 -1.064
H 7.313 3.018 1.252
H 7.993 1.608 0.318
H 7.036 1.335 1.765
H 5.697 1.014 -0.351
H 3.928 2.523 -0.022
H 4.942 3.423 1.200
H 2.952 1.187 3.324
H 2.279 2.221 2.072
H 3.521 2.821 3.166
H 6.170 3.878 -0.650
H 5.428 2.951 -1.658
C -0.458 5.374 -4.885
C -1.733 5.148 -4.047
C -2.610 4.031 -4.685
O -3.064 4.282 -6.012
C -4.059 3.395 -6.533
N -1.354 4.955 -2.677
H -0.021 4.439 -5.234
H 0.352 5.998 -4.508
H -0.753 5.826 -5.833
H -2.281 6.088 -4.104
H -3.529 3.914 -4.110
H -2.112 3.067 -4.575
H -3.732 2.361 -6.420
H -4.076 3.655 -7.592
H -5.013 3.493 -6.016
H -2.130 4.507 -2.212
H -1.260 5.871 -2.260
C 1.897 -0.087 6.307
C 0.846 -0.797 5.525
C 0.217 -0.079 4.354
O -0.430 1.048 4.844
C -1.008 1.869 3.843
N 1.291 -2.072 5.117
H 2.185 -0.644 7.198
H 1.496 0.885 6.596
H 2.771 0.149 5.700
H 0.025 -1.038 6.200
H -0.477 -0.709 3.798
H 0.981 0.171 3.617
H -0.334 2.127 3.026
H -1.197 2.843 4.295
H -1.912 1.526 3.340
H 2.082 -1.926 4.507
H 0.691 -2.542 4.454
C 3.431 -5.675 1.071
C 3.193 -6.464 2.327
C 4.522 -6.692 3.156
O 5.536 -7.353 2.398
C 6.690 -7.506 3.097
N 2.087 -5.885 3.069
H 2.430 -5.520 0.669
H 4.165 -6.028 0.346
H 3.898 -4.720 1.312
H 2.907 -7.469 2.017
H 4.355 -7.260 4.071
H 4.910 -5.725 3.475
H 7.521 -7.824 2.468
H 6.649 -8.232 3.909
H 7.058 -6.526 3.398
H 1.970 -6.273 3.994
H 1.192 -5.944 2.606
C -4.474 -0.493 2.141
C -5.796 -0.441 2.926
C -6.962 -0.239 1.963
O -6.848 1.016 1.259
C -7.877 1.276 0.300
N -5.899 -1.760 3.641
H -4.330 0.317 1.426
H -4.428 -1.240 1.349
H -3.628 -0.541 2.827
H -5.784 0.346 3.681
H -7.885 -0.207 2.542
H -7.051 -1.115 1.321
H -8.013 2.294 -0.065
H -8.872 0.918 0.562
H -7.700 0.692 -0.603
H -6.678 -1.652 4.276
H -6.181 -2.446 2.956
C 4.971 -2.095 -3.225
C 4.379 -3.362 -3.731
C 3.202 -4.014 -2.986
O 2.885 -5.268 -3.616
C 3.296 -6.424 -2.981
N 4.004 -3.212 -5.155
H 5.218 -2.240 -2.173
H 4.223 -1.315 -3.367
H 5.844 -1.877 -3.840
H 5.217 -4.056 -3.666
H 2.351 -3.341 -3.093
H 3.279 -4.168 -1.910
H 2.795 -6.601 -2.029
H 4.359 -6.487 -2.748
H 3.097 -7.319 -3.570
H 3.745 -4.158 -5.395
H 3.128 -2.713 -5.214
C -3.273 -5.751 -1.240
C -4.019 -4.718 -0.456
C -3.909 -3.289 -1.148
O -2.572 -2.898 -1.233
C -2.516 -1.503 -1.562
N -5.448 -5.158 -0.571
H -2.222 -5.466 -1.282
H -3.642 -5.831 -2.262
H -3.406 -6.754 -0.834
H -3.700 -4.664 0.585
H -4.514 -2.524 -0.661
H -4.342 -3.459 -2.134
H -3.042 -1.297 -2.494
H -1.459 -1.247 -1.640
H -2.959 -0.859 -0.802
H -5.685 -5.432 -1.514
H -5.446 -6.035 -0.070


It is one that is most stable; the runner-up trails by 4.5 kcal/mol.